# 1
Density functional theory data (ωB97M-V with the def2-TZVPD basis set) for C39H86AsF6N11O3 as an isolated structure in a non-equilibrium geometry.

Last column: Mulliken spin population.
Geometry (Å):
As (0.841, -0.542, 1.558)  0.98
F (2.636, -0.366, 1.729)  -0.10
F (0.706, -0.957, 3.283)  0.00
F (-0.940, -0.754, 1.455)  -0.08
F (0.886, -0.181, -0.191)  0.02
F (1.119, -2.290, 1.193)  -0.02
F (0.527, 1.180, 1.971)  -0.05
C (-0.735, 2.449, -0.990)  0.04
C (-1.853, 3.521, -1.428)  0.03
N (-1.231, 4.651, -2.146)  0.00
C (-1.093, 5.950, -1.657)  0.00
C (-0.234, 6.611, -2.592)  0.00
N (-0.206, 5.793, -3.739)  0.00
C (-0.752, 4.588, -3.438)  0.00
C (0.494, 6.193, -4.900)  0.00
H (-0.449, 1.836, -1.845)  0.05
H (-1.155, 1.705, -0.313)  -0.06
H (0.047, 2.965, -0.434)  -0.01
H (-2.425, 3.940, -0.600)  0.00
H (-2.602, 3.070, -2.080)  0.00
H (-1.495, 6.255, -0.702)  0.00
H (0.269, 7.565, -2.538)  0.00
H (-0.735, 3.695, -4.045)  0.00
H (-0.192, 6.376, -5.726)  0.00
H (1.145, 5.372, -5.201)  0.00
H (0.948, 7.147, -4.632)  0.00
C (1.661, 4.928, 4.224)  0.00
C (0.890, 3.625, 3.815)  -0.01
N (1.469, 2.428, 4.464)  -0.01
C (1.237, 1.867, 5.748)  0.01
C (2.030, 0.776, 5.863)  0.00
N (2.838, 0.634, 4.727)  -0.01
C (2.477, 1.708, 3.909)  -0.02
C (3.866, -0.315, 4.520)  -0.01
H (2.737, 4.870, 4.062)  0.00
H (1.545, 5.227, 5.266)  0.00
H (1.258, 5.649, 3.513)  0.00
H (0.843, 3.424, 2.745)  0.04
H (-0.141, 3.810, 4.117)  0.00
H (0.516, 2.369, 6.376)  0.00
H (2.188, 0.025, 6.623)  0.00
H (2.876, 1.808, 2.911)  0.02
H (3.412, -1.305, 4.475)  0.00
H (4.716, -0.214, 5.195)  0.00
H (4.242, -0.147, 3.511)  0.01
C (2.592, 5.633, -1.042)  0.00
C (2.498, 4.943, 0.350)  0.00
N (3.363, 3.788, 0.464)  0.00
C (4.536, 3.720, 1.280)  0.00
C (5.061, 2.469, 0.929)  0.01
N (4.322, 1.857, -0.061)  -0.01
C (3.183, 2.637, -0.262)  0.04
C (4.523, 0.606, -0.742)  0.00
H (2.042, 6.573, -1.073)  0.00
H (2.351, 5.070, -1.944)  0.00
H (3.622, 5.987, -1.087)  0.00
H (1.484, 4.596, 0.547)  0.01
H (2.755, 5.573, 1.202)  0.00
H (4.851, 4.552, 1.893)  0.00
H (5.974, 1.960, 1.202)  0.00
H (2.338, 2.412, -0.895)  0.01
H (3.583, 0.146, -1.045)  0.03
H (5.093, -0.083, -0.118)  0.00
H (5.074, 0.810, -1.660)  0.00
C (-2.806, -5.758, -4.169)  0.00
C (-3.880, -5.110, -3.272)  0.00
N (-3.539, -3.666, -3.247)  0.00
C (-3.991, -2.712, -4.196)  0.00
C (-3.628, -1.455, -3.752)  0.00
N (-3.115, -1.617, -2.494)  -0.01
C (-2.966, -2.965, -2.198)  0.00
C (-2.658, -0.595, -1.680)  0.00
H (-3.045, -6.798, -4.389)  0.00
H (-1.835, -5.696, -3.677)  0.00
H (-2.713, -5.274, -5.141)  0.00
H (-3.757, -5.506, -2.264)  0.00
H (-4.914, -5.229, -3.594)  0.00
H (-4.522, -2.936, -5.109)  0.00
H (-3.864, -0.532, -4.261)  0.00
H (-2.460, -3.422, -1.360)  0.01
H (-3.410, -0.316, -0.941)  -0.01
H (-2.565, 0.328, -2.253)  -0.01
H (-1.666, -0.739, -1.252)  0.04
C (-2.450, 0.602, 3.997)  0.00
N (-3.939, 0.602, 3.424)  -0.01
C (-3.914, -0.313, 2.236)  0.00
C (-4.949, -0.145, 4.387)  0.00
C (-4.577, 1.965, 3.079)  0.00
C (-3.682, 2.816, 2.105)  0.00
O (-2.547, 3.148, 2.822)  0.01
H (-2.469, 1.474, 4.651)  0.00
H (-1.768, 0.807, 3.172)  0.01
H (-2.226, -0.378, 4.418)  0.00
H (-3.705, -1.347, 2.507)  0.00
H (-3.168, -0.119, 1.465)  0.02
H (-4.901, -0.253, 1.777)  0.00
H (-5.882, -0.341, 3.858)  0.00
H (-5.254, 0.444, 5.252)  0.00
H (-4.454, -1.076, 4.661)  0.00
H (-4.802, 2.519, 3.991)  0.00
H (-5.545, 1.668, 2.676)  0.00
H (-4.243, 3.714, 1.845)  0.00
H (-3.405, 2.203, 1.247)  0.01
H (-2.189, 3.828, 2.247)  0.00
C (1.627, -4.054, 3.733)  -0.02
N (0.862, -5.108, 3.016)  -0.01
C (0.738, -6.394, 3.824)  0.00
C (-0.651, -4.669, 2.821)  -0.01
C (1.379, -5.437, 1.551)  -0.01
C (2.831, -5.814, 1.444)  0.00
O (3.094, -7.063, 2.090)  0.00
H (1.657, -3.034, 3.348)  0.02
H (2.624, -4.485, 3.819)  0.00
H (1.072, -4.020, 4.670)  0.00
H (0.237, -7.106, 3.169)  0.00
H (0.329, -6.242, 4.823)  0.00
H (1.758, -6.746, 3.983)  0.00
H (-1.208, -5.443, 2.293)  0.00
H (-0.693, -3.738, 2.256)  0.02
H (-1.203, -4.499, 3.746)  0.00
H (1.024, -4.575, 0.986)  0.02
H (0.643, -6.162, 1.202)  0.00
H (3.440, -4.992, 1.820)  0.00
H (3.136, -5.949, 0.406)  0.00
H (3.934, -7.408, 1.777)  0.00
C (0.791, -0.591, -6.547)  0.00
N (0.226, -1.794, -5.645)  -0.01
C (-1.158, -2.132, -6.227)  0.00
C (1.190, -2.931, -5.968)  0.00
C (0.052, -1.403, -4.157)  0.02
C (1.319, -1.651, -3.324)  -0.08
O (1.496, -3.025, -3.135)  0.00
H (0.703, -0.821, -7.608)  0.00
H (1.806, -0.369, -6.214)  0.00
H (0.102, 0.252, -6.505)  0.00
H (-1.409, -3.102, -5.798)  0.00
H (-0.968, -2.271, -7.291)  0.00
H (-1.858, -1.324, -6.014)  0.00
H (1.303, -3.237, -7.008)  0.00
H (0.848, -3.846, -5.485)  0.00
H (2.186, -2.702, -5.590)  0.00
H (-0.783, -1.987, -3.771)  -0.01
H (-0.275, -0.364, -4.119)  0.02
H (1.148, -1.261, -2.321)  0.10
H (2.242, -1.283, -3.772)  0.00
H (2.387, -3.233, -2.843)  0.00

Results
**Charge**: +5
**Highest occupied orbital energy (spin up / spin down)**: -13.2899 / -18.9169 eV
**Multiplicity**: 2
**DFT total energy**: -5198.78003 Ha
**Kohn-Sham gap (spin up / spin down)**: 3.1017 / 8.6583 eV



# 2
Density functional theory data (ωB97M-V with the def2-TZVPD basis set) for a 2-piece molecular cluster, C3H10NO overall in a non-equilibrium geometry.

Last column: Mulliken spin population.
Geometry (Å):
C (0.867, -1.490, 2.385)  -0.03
C (0.862, -1.164, 0.956)  0.51
C (-0.271, -0.683, 0.305)  0.32
N (-0.126, 0.002, -1.002)  0.00
H (1.890, -1.784, 2.663)  0.01
H (0.812, -0.725, 3.231)  0.05
H (0.224, -2.336, 2.704)  0.03
H (1.858, -0.905, 0.580)  0.04
H (-1.257, -0.515, 0.720)  0.03
H (-0.505, -0.385, -1.879)  0.02
H (-0.425, 0.999, -0.997)  0.00
H (0.857, 0.101, -1.273)  0.01
H (-0.858, 3.418, -2.157)  0.00
H (-1.969, 2.352, -2.320)  0.00
O (-1.064, 2.492, -2.011)  0.01

Results
**Charge**: 0
**Highest occupied orbital energy (spin up / spin down)**: -3.3739 / -7.2437 eV
**Multiplicity**: 2
**DFT total energy**: -250.12951 Ha
**Energy above the lowest of the compared OMol25 structures with the same formula, charge and spin**: 54.79 kcal/mol
**Kohn-Sham gap (spin up / spin down)**: 3.3977 / 7.2282 eV



# 3
Density functional theory data (ωB97M-V with the def2-TZVPD basis set) for C35H31Cl3F6N3O3S4Sn as an isolated structure.

Last column: Löwdin charge in e.
Geometry (Å):
Sn (-0.145, -0.288, 0.503)  1.13
C (-0.527, 1.464, -4.091)  -0.54
C (0.912, 0.960, -4.173)  -0.52
S (1.609, 0.567, -2.553)  0.83
C (2.286, -1.092, -2.791)  -0.53
C (1.332, -2.168, -3.289)  -0.51
S (-0.072, -2.467, -2.182)  0.84
C (-1.460, -2.392, -3.337)  -0.52
C (-1.647, -1.109, -4.149)  -0.51
S (-1.692, 0.425, -3.184)  0.85
H (-0.555, 2.413, -3.551)  0.07
H (-0.906, 1.659, -5.097)  0.08
H (0.978, 0.081, -4.815)  0.06
H (1.516, 1.736, -4.648)  0.07
H (3.156, -1.048, -3.450)  0.09
H (2.643, -1.345, -1.792)  0.04
H (0.942, -1.930, -4.278)  0.05
H (1.895, -3.098, -3.392)  0.08
H (-1.380, -3.228, -4.037)  0.08
H (-2.338, -2.584, -2.718)  0.05
H (-0.856, -1.011, -4.892)  0.06
H (-2.582, -1.202, -4.705)  0.07
O (-1.540, -7.091, 3.014)  -0.06
N (-2.422, -6.661, 2.229)  -0.39
O (-3.354, -7.398, 1.837)  -0.05
C (-2.368, -5.354, 1.752)  -0.12
C (-3.384, -4.949, 0.880)  0.03
C (-3.402, -3.667, 0.328)  -0.15
C (-4.447, -3.187, -0.507)  -0.01
C (-4.416, -1.900, -0.967)  -0.06
C (-3.322, -1.080, -0.649)  -0.22
N (-2.315, -1.514, 0.092)  -0.06
C (-2.361, -2.752, 0.603)  -0.18
C (-1.324, -3.136, 1.539)  -0.14
N (-0.398, -2.196, 1.831)  -0.02
C (0.554, -2.458, 2.717)  -0.14
C (0.624, -3.675, 3.369)  -0.03
C (-0.302, -4.655, 3.079)  0.02
C (-1.322, -4.416, 2.139)  -0.04
H (-4.168, -5.653, 0.649)  0.11
H (-5.274, -3.848, -0.741)  0.11
H (-5.219, -1.499, -1.570)  0.11
H (-3.276, -0.055, -0.989)  0.06
H (1.273, -1.678, 2.902)  0.06
H (1.414, -3.851, 4.086)  0.11
H (-0.268, -5.617, 3.560)  0.10
Cl (0.517, 1.039, 3.190)  0.72
C (-0.717, 2.218, 3.577)  -0.63
C (-0.431, 3.083, 4.617)  -0.12
C (-1.349, 4.063, 4.952)  -0.10
C (-2.530, 4.154, 4.232)  -0.13
C (-2.786, 3.269, 3.200)  -0.71
Cl (-4.288, 3.465, 2.342)  0.63
C (-1.898, 2.244, 2.821)  -0.75
S (-2.290, 1.115, 1.557)  0.51
H (0.506, 2.985, 5.147)  0.10
H (-1.144, 4.753, 5.760)  0.10
H (-3.265, 4.913, 4.463)  0.10
C (3.794, 1.252, 1.541)  0.00
C (3.578, -0.189, 1.051)  -0.50
O (2.337, -0.415, 0.550)  -0.35
C (3.897, -1.153, 2.230)  -0.55
F (3.515, -2.411, 1.990)  0.15
F (3.241, -0.755, 3.349)  0.10
F (5.203, -1.199, 2.568)  0.14
C (4.632, -0.442, -0.064)  -0.56
F (5.895, -0.102, 0.273)  0.13
F (4.669, -1.732, -0.453)  0.14
F (4.335, 0.285, -1.154)  0.11
H (2.990, 1.513, 2.223)  0.04
H (3.746, 1.919, 0.681)  0.09
H (4.752, 1.394, 2.044)  0.09
Cl (-1.566, 5.039, 0.411)  0.73
C (-0.214, 5.196, -0.663)  -0.60
C (-0.102, 6.339, -1.426)  -0.12
C (0.967, 6.493, -2.303)  -0.10
C (1.928, 5.486, -2.411)  -0.10
C (1.820, 4.346, -1.648)  -0.05
C (0.746, 4.152, -0.739)  -0.31
C (0.662, 2.973, 0.009)  0.04
H (-0.856, 7.109, -1.333)  0.10
H (1.046, 7.393, -2.898)  0.10
H (2.759, 5.601, -3.095)  0.10
H (2.555, 3.553, -1.733)  0.10
H (-0.173, 2.784, 0.670)  -0.01
H (1.431, 2.219, -0.096)  0.01

Results
**Charge**: -1
**Highest occupied orbital energy (spin up / spin down)**: -5.2012 / -3.2213 eV
**Multiplicity**: 1
**DFT total energy**: -5529.19424 Ha
**Energy above the lowest of the compared OMol25 structures with the same formula, charge and spin**: 3.00 kcal/mol
**Kohn-Sham gap (spin up / spin down)**: 7.1017 / 4.4187 eV